This record from OMol25 describes a cluster of 13 separate species, C70H179N13O22 in total. The level of theory is ωB97M-V/def2-TZVPD.

## Properties
Gap between HOMO and LUMO in eV: 8.76
Energy above the lowest of the compared OMol25 structures with the same formula, charge and spin in kJ/mol: 755.0
LUMO in Ha: 0.006
HOMO in eV: -8.59
Net charge: 0

Last column: Löwdin charge in e.
CARTESIAN COORDINATES (ANGSTROEM)
C1 6.965 -0.318 12.721  -0.078
C2 5.925 -1.040 11.891  -0.473
C3 6.035 -0.607 10.352  -0.178
O1 5.472 0.684 10.155  -0.192
C4 5.133 1.140 8.815  -0.082
N1 6.099 -2.411 12.029  0.018
H1 7.149 0.717 12.430  0.074
H2 7.958 -0.752 12.601  0.075
H3 6.693 -0.337 13.776  0.076
H4 4.921 -0.822 12.257  0.139
H5 5.541 -1.381 9.764  0.113
H6 7.096 -0.675 10.114  0.115
H7 4.601 2.091 8.789  0.077
H8 4.364 0.497 8.388  0.078
H9 5.964 1.250 8.118  0.080
H10 6.006 -2.657 13.004  0.083
H11 7.043 -2.569 11.706  0.076
C5 -4.041 13.065 9.724  -0.066
C6 -2.727 13.124 8.935  -0.444
C7 -2.876 12.524 7.592  -0.234
O2 -2.824 11.104 7.666  -0.184
C8 -3.155 10.468 6.452  -0.117
N2 -2.486 14.540 8.752  0.016
H12 -4.873 13.646 9.328  0.079
H13 -3.836 13.363 10.752  0.077
H14 -4.364 12.028 9.632  0.073
H15 -1.872 12.666 9.433  0.149
H16 -2.101 12.791 6.873  0.128
H17 -3.822 12.903 7.204  0.128
H18 -2.640 10.907 5.598  0.080
H19 -4.228 10.418 6.266  0.090
H20 -2.621 9.518 6.487  0.088
H21 -3.297 14.978 8.340  0.068
H22 -2.401 15.020 9.636  0.069
C9 3.574 -8.365 -0.979  -0.084
C10 2.941 -7.014 -1.234  -0.428
C11 1.597 -7.125 -1.987  -0.224
O3 1.791 -7.466 -3.339  -0.179
C12 0.541 -7.558 -4.068  -0.090
N3 2.661 -6.400 0.073  0.026
H23 3.909 -8.695 -1.962  0.075
H24 2.873 -9.076 -0.540  0.079
H25 4.458 -8.414 -0.343  0.071
H26 3.665 -6.427 -1.799  0.135
H27 1.153 -6.137 -1.870  0.125
H28 1.019 -7.924 -1.522  0.123
H29 0.712 -8.011 -5.044  0.082
H30 0.198 -6.557 -4.329  0.081
H31 -0.293 -8.091 -3.612  0.081
H32 3.386 -6.614 0.743  0.063
H33 1.756 -6.731 0.377  0.061
C13 -6.024 -1.592 2.859  -0.067
C14 -5.284 -0.291 2.569  -0.444
C15 -6.198 0.785 1.977  -0.216
O4 -6.889 0.360 0.819  -0.208
C16 -8.159 1.050 0.476  -0.050
N4 -4.655 0.068 3.829  0.026
H34 -5.324 -2.350 3.209  0.069
H35 -6.576 -1.922 1.980  0.072
H36 -6.786 -1.552 3.637  0.082
H37 -4.426 -0.526 1.940  0.133
H38 -5.589 1.671 1.796  0.116
H39 -6.917 1.123 2.723  0.121
H40 -7.816 2.050 0.210  0.076
H41 -8.861 1.085 1.309  0.083
H42 -8.600 0.692 -0.454  0.081
H43 -4.173 -0.764 4.138  0.062
H44 -3.873 0.654 3.573  0.064
C17 -4.243 -8.756 -0.499  -0.098
O5 -4.160 -7.886 0.613  -0.176
C18 -2.885 -7.486 0.868  -0.302
C19 -2.900 -6.715 2.137  -0.230
N5 -1.550 -6.376 2.576  -0.044
C20 -1.505 -5.193 3.427  -0.214
C21 -2.185 -5.252 4.828  -0.189
O6 -2.121 -3.910 5.342  -0.221
C22 -0.916 -3.421 5.927  -0.091
H45 -3.896 -8.260 -1.406  0.084
H46 -5.280 -9.057 -0.646  0.089
H47 -3.665 -9.667 -0.344  0.087
H48 -2.482 -7.031 -0.037  0.129
H49 -2.236 -8.327 1.112  0.121
H50 -3.542 -7.217 2.861  0.126
H51 -3.510 -5.859 1.847  0.127
H52 -1.351 -7.097 3.255  0.103
H53 -1.908 -4.326 2.903  0.120
H54 -0.454 -4.935 3.560  0.105
H55 -1.756 -5.953 5.544  0.118
H56 -3.210 -5.607 4.722  0.112
H57 -0.744 -2.398 5.593  0.084
H58 -0.108 -4.062 5.572  0.079
H59 -1.029 -3.370 7.010  0.083
C23 11.298 -1.434 -4.499  -0.062
O7 10.786 -2.755 -4.837  -0.213
C24 10.316 -3.564 -3.803  -0.235
C25 11.518 -4.322 -3.162  -0.209
N6 11.148 -4.975 -1.946  -0.084
C26 10.263 -6.108 -2.104  -0.212
C27 10.639 -7.182 -1.071  -0.235
O8 11.846 -7.738 -1.517  -0.184
C28 12.362 -8.765 -0.669  -0.098
H60 11.251 -0.809 -5.391  0.087
H61 12.297 -1.588 -4.091  0.075
H62 10.668 -1.042 -3.700  0.080
H63 9.527 -4.212 -4.184  0.119
H64 9.826 -2.954 -3.044  0.112
H65 12.368 -3.648 -3.049  0.115
H66 11.805 -5.042 -3.928  0.113
H67 11.914 -5.480 -1.524  0.093
H68 10.438 -6.409 -3.137  0.119
H69 9.259 -5.771 -1.845  0.118
H70 9.833 -7.915 -1.064  0.121
H71 10.672 -6.661 -0.114  0.128
H72 12.760 -8.326 0.246  0.084
H73 13.141 -9.391 -1.103  0.086
H74 11.613 -9.466 -0.302  0.081
C29 7.938 -0.694 4.085  -0.061
O9 7.896 0.605 3.375  -0.207
C30 6.978 0.620 2.304  -0.225
C31 6.733 2.151 2.033  -0.221
N7 5.951 2.833 3.052  -0.066
C32 5.820 4.279 2.745  -0.181
C33 5.383 5.069 4.047  -0.197
O10 6.310 4.849 5.117  -0.181
C34 6.046 5.611 6.260  -0.134
H75 8.792 -0.656 4.761  0.080
H76 8.073 -1.517 3.383  0.080
H77 7.020 -0.823 4.658  0.080
H78 6.012 0.184 2.559  0.112
H79 7.343 0.138 1.397  0.115
H80 6.276 2.303 1.055  0.110
H81 7.721 2.599 1.924  0.108
H82 6.437 2.681 3.924  0.096
H83 5.064 4.423 1.973  0.112
H84 6.786 4.658 2.412  0.107
H85 4.385 4.714 4.302  0.111
H86 5.287 6.101 3.708  0.114
H87 5.053 5.365 6.636  0.082
H88 6.013 6.694 6.147  0.081
H89 6.750 5.480 7.082  0.087
C35 -4.504 -2.310 -3.885  -0.085
O11 -5.172 -3.343 -4.681  -0.199
C36 -6.136 -4.129 -3.921  -0.222
C37 -6.743 -5.288 -4.701  -0.197
N8 -7.409 -4.899 -5.973  -0.076
C38 -8.706 -4.251 -5.809  -0.201
C39 -9.663 -4.548 -7.003  -0.183
O12 -10.977 -4.011 -6.729  -0.224
C40 -11.990 -4.218 -7.693  -0.117
H90 -3.844 -1.663 -4.463  0.085
H91 -3.964 -2.707 -3.025  0.076
H92 -5.258 -1.718 -3.367  0.074
H93 -6.871 -3.448 -3.493  0.116
H94 -5.659 -4.705 -3.128  0.112
H95 -7.267 -6.003 -4.066  0.120
H96 -5.871 -5.858 -5.020  0.109
H97 -6.839 -4.265 -6.514  0.101
H98 -8.490 -3.187 -5.715  0.116
H99 -9.072 -4.656 -4.866  0.118
H100 -9.716 -5.630 -7.123  0.113
H101 -9.355 -4.106 -7.950  0.115
H102 -12.254 -5.274 -7.639  0.086
H103 -11.663 -3.877 -8.675  0.080
H104 -12.837 -3.573 -7.458  0.084
C41 -0.813 2.968 -8.582  -0.121
O13 -1.372 1.968 -9.407  -0.208
C42 -2.543 2.351 -10.167  -0.175
C43 -3.833 2.734 -9.356  -0.173
N9 -5.034 2.199 -10.049  -0.077
C44 -5.262 2.648 -11.420  -0.200
C45 -5.471 4.156 -11.468  -0.214
O14 -4.189 4.797 -11.646  -0.223
C46 -4.257 6.154 -12.110  -0.094
H105 -1.438 3.169 -7.712  0.074
H106 -0.636 3.919 -9.085  0.086
H107 0.128 2.556 -8.216  0.086
H108 -2.858 1.486 -10.750  0.115
H109 -2.119 3.102 -10.833  0.113
H110 -4.027 3.805 -9.310  0.096
H111 -3.676 2.393 -8.333  0.114
H112 -5.806 2.611 -9.544  0.091
H113 -6.049 2.113 -11.952  0.115
H114 -4.381 2.527 -12.050  0.113
H115 -5.847 4.569 -10.532  0.116
H116 -6.200 4.461 -12.218  0.115
H117 -4.549 6.107 -13.159  0.078
H118 -3.255 6.572 -12.009  0.090
H119 -5.088 6.749 -11.731  0.081
C47 -8.791 1.060 14.961  -0.127
O15 -8.982 2.181 14.122  -0.203
C48 -8.671 3.409 14.795  -0.202
C49 -7.265 3.887 14.324  -0.181
N10 -6.299 2.762 14.326  -0.059
C50 -4.992 3.197 13.895  -0.210
C51 -4.913 3.305 12.365  -0.202
O16 -5.193 2.042 11.715  -0.198
C52 -4.975 1.986 10.344  -0.132
H120 -7.807 1.100 15.428  0.077
H121 -8.896 0.206 14.292  0.089
H122 -9.553 0.981 15.737  0.081
H123 -8.829 3.446 15.873  0.118
H124 -9.394 4.092 14.349  0.113
H125 -7.053 4.626 15.097  0.114
H126 -7.381 4.331 13.336  0.108
H127 -6.566 2.033 13.680  0.096
H128 -4.258 2.440 14.174  0.115
H129 -4.661 4.129 14.352  0.119
H130 -3.868 3.522 12.141  0.112
H131 -5.465 4.135 11.922  0.113
H132 -5.391 2.853 9.830  0.079
H133 -5.558 1.141 9.978  0.095
H134 -3.921 2.065 10.077  0.086
C53 -2.835 8.949 -7.248  -0.118
O17 -3.062 7.843 -6.432  -0.198
C54 -3.951 8.214 -5.405  -0.234
C55 -4.178 6.867 -4.722  -0.221
N11 -2.986 6.406 -4.054  -0.070
C56 -3.023 4.983 -3.677  -0.194
C57 -1.680 4.733 -3.011  -0.209
O18 -0.594 5.132 -3.880  -0.217
C58 0.687 4.726 -3.419  -0.108
H135 -3.812 9.376 -7.474  0.081
H136 -2.310 8.559 -8.120  0.095
H137 -2.308 9.723 -6.692  0.089
H138 -4.918 8.565 -5.766  0.118
H139 -3.523 8.973 -4.750  0.127
H140 -4.495 6.173 -5.500  0.119
H141 -4.876 7.079 -3.911  0.119
H142 -2.163 6.508 -4.631  0.095
H143 -3.194 4.356 -4.552  0.115
H144 -3.783 4.827 -2.912  0.119
H145 -1.547 3.652 -2.965  0.113
H146 -1.593 5.165 -2.015  0.123
H147 0.986 5.660 -2.942  0.089
H148 1.336 4.603 -4.287  0.081
H149 0.829 3.829 -2.816  0.085
C59 3.756 -3.693 -15.037  -0.127
O19 4.677 -3.688 -13.992  -0.186
C60 5.163 -4.939 -13.568  -0.237
C61 5.899 -4.864 -12.244  -0.229
N12 4.936 -4.825 -11.172  -0.061
C62 5.531 -4.437 -9.916  -0.197
C63 4.441 -4.334 -8.787  -0.230
O20 3.582 -3.272 -9.029  -0.217
C64 2.426 -3.179 -8.208  -0.087
H150 2.875 -4.320 -14.902  0.085
H151 4.309 -3.884 -15.956  0.088
H152 3.263 -2.723 -15.107  0.085
H153 5.885 -5.272 -14.313  0.118
H154 4.352 -5.664 -13.498  0.123
H155 6.621 -4.052 -12.330  0.119
H156 6.586 -5.710 -12.218  0.119
H157 4.225 -4.133 -11.359  0.110
H158 6.161 -3.549 -9.973  0.118
H159 6.134 -5.302 -9.642  0.115
H160 4.952 -4.127 -7.847  0.114
H161 3.816 -5.222 -8.694  0.120
H162 1.657 -3.787 -8.684  0.088
H163 2.088 -2.145 -8.156  0.087
H164 2.704 -3.557 -7.224  0.082
C65 4.092 0.035 -2.675  -0.106
O21 3.737 -0.173 -1.319  -0.190
C66 2.534 -0.894 -1.164  -0.226
C67 1.997 -0.813 0.254  -0.238
N13 1.639 0.509 0.658  -0.081
C68 1.196 0.642 2.057  -0.193
C69 0.651 2.004 2.420  -0.220
O22 0.471 1.963 3.841  -0.193
C70 0.098 3.209 4.319  -0.133
H165 4.926 -0.627 -2.906  0.081
H166 4.539 1.020 -2.812  0.083
H167 3.319 -0.162 -3.418  0.086
H168 2.764 -1.927 -1.424  0.124
H169 1.778 -0.509 -1.848  0.119
H170 2.758 -1.137 0.963  0.118
H171 1.131 -1.460 0.396  0.121
H172 2.484 1.017 0.441  0.103
H173 2.045 0.548 2.734  0.121
H174 0.485 -0.181 2.109  0.122
H175 -0.243 2.144 1.813  0.122
H176 1.351 2.803 2.174  0.120
H177 -0.062 3.178 5.396  0.093
H178 -0.736 3.600 3.735  0.087
H179 0.953 3.853 4.115  0.078

Cartesian forces, eV/Å:
0.4 1.2 0.1
-0.5 2.9 -1.3
-0.6 -0.5 1.1
0.0 0.8 -0.5
-0.4 -0.9 0.4
0.1 -2.2 -0.7
-0.5 0.3 0.0
0.0 -0.5 0.0
0.1 0.0 0.1
-0.1 0.5 -0.2
-0.3 0.0 -0.1
0.3 0.4 -0.3
0.4 0.3 1.0
0.3 -0.6 -0.2
0.3 -0.3 0.2
0.3 -0.3 0.0
0.2 -0.9 0.3
0.5 -1.9 0.1
-1.0 1.5 0.6
0.2 -1.0 -1.2
-0.6 0.3 0.2
1.2 -0.2 0.1
1.3 1.2 -0.5
0.4 0.4 -0.3
-0.3 -0.2 0.1
-0.3 -0.2 0.8
-0.2 0.0 0.3
0.2 0.6 0.2
-0.4 -0.2 -0.4
-0.2 0.7 -0.2
0.0 -0.2 0.0
-0.8 -0.5 0.2
-0.2 -0.1 -0.3
0.2 -0.1 0.2
0.2 -0.7 -1.2
0.2 -0.7 1.2
1.2 0.1 0.1
-1.1 -0.4 -0.6
0.8 0.7 -0.5
-0.4 0.9 -0.8
0.0 -0.7 0.0
-0.2 0.0 -0.2
0.0 0.7 0.1
-0.2 0.4 -0.1
-0.6 0.0 -0.1
-0.4 0.1 0.4
0.4 -0.3 0.2
-0.2 0.3 0.3
0.3 -0.2 0.6
-0.2 -0.1 0.1
0.1 0.0 0.5
-0.6 -0.3 -0.5
-0.5 -1.5 0.2
-0.3 0.6 0.5
-1.2 -0.6 -0.7
2.5 0.6 0.4
0.2 1.2 0.3
0.1 -0.2 -0.3
0.3 -0.3 -0.1
0.1 0.7 0.2
-0.5 0.0 -1.1
0.2 0.3 -0.4
-0.1 -0.3 0.4
-0.5 0.5 0.3
0.0 -0.2 0.0
0.2 -0.8 0.4
-0.1 -0.3 0.4
0.2 0.6 0.3
-0.3 0.0 0.2
-2.0 -1.0 -0.6
1.5 -1.3 0.3
-0.9 1.7 -0.8
-0.8 -0.1 0.9
0.3 0.4 0.4
0.9 0.9 -0.6
-1.2 -0.1 0.0
-0.5 -0.6 -0.6
0.1 0.1 -0.2
0.0 0.2 0.1
0.2 -0.1 0.1
0.4 0.7 0.2
0.3 -0.7 -0.5
0.2 -0.4 0.2
0.3 0.8 0.5
0.7 -0.7 -0.3
-0.3 -0.1 0.0
0.2 -0.1 0.2
0.6 -0.1 -0.1
-0.3 0.7 0.1
0.0 -0.1 -0.2
0.4 0.2 0.5
0.3 -0.4 0.1
-0.7 -2.0 0.6
0.0 1.0 -1.3
0.9 0.5 1.1
-0.9 0.0 -1.1
0.6 -0.1 1.7
-0.2 0.4 0.4
-0.9 0.6 -1.6
0.8 -1.1 0.4
-0.2 0.2 0.9
0.2 -0.2 0.1
0.2 0.5 -0.2
-0.1 0.4 0.0
0.3 -0.3 -0.2
0.0 0.2 0.4
-0.2 0.1 0.3
0.4 -0.3 -0.3
1.0 1.0 -0.1
-0.9 -0.9 -0.1
-0.4 -0.3 -0.6
0.0 -0.3 0.2
0.4 -0.2 0.4
0.3 0.2 0.1
0.0 0.6 -0.6
-0.6 0.0 -0.3
0.1 1.6 -0.8
0.1 -1.9 0.9
-0.7 2.2 0.1
0.3 -0.9 -0.5
-0.3 0.0 -0.5
0.3 -0.7 2.3
0.4 -1.1 -1.4
0.2 0.4 -1.0
-1.0 0.4 0.7
-0.1 0.1 -0.1
0.0 0.0 -0.1
-0.1 -0.1 0.0
-0.1 -0.3 0.3
0.3 -0.1 0.0
-0.3 -0.2 -0.1
0.4 0.1 0.1
0.0 0.4 0.3
0.0 0.1 0.0
0.1 0.4 -0.2
-0.1 -0.1 0.4
0.3 0.4 0.5
-0.2 -0.2 0.2
0.2 0.2 -0.8
0.3 -0.7 -0.4
-1.3 -0.9 0.5
0.2 -0.1 0.7
0.5 0.2 0.4
1.3 1.2 -2.4
-0.5 -1.0 0.3
0.2 0.0 -0.4
-0.9 0.3 0.6
0.7 0.4 0.8
0.8 0.1 0.4
-0.3 -0.4 -0.4
0.5 -0.6 -0.3
-0.3 0.4 -0.4
-0.2 0.0 0.1
0.5 0.6 0.6
-0.7 0.5 -0.1
0.2 -0.2 -0.1
0.6 -0.3 0.2
-0.8 0.3 0.2
-0.7 0.3 -0.1
0.0 -0.2 -0.1
0.6 0.0 0.0
-0.4 0.0 -0.6
0.2 -0.4 -0.4
0.0 -0.2 0.4
-0.2 -0.4 0.1
-0.9 -0.3 0.1
0.5 0.2 0.7
0.7 0.7 -1.5
-0.1 -1.1 0.6
1.0 1.2 -0.1
0.4 1.0 -0.1
-0.5 0.4 -0.1
-0.5 -1.3 -0.9
-0.2 0.1 0.1
0.0 0.1 -0.3
0.0 0.1 -0.1
0.4 -0.2 0.0
-0.9 0.4 -0.2
0.8 0.4 0.2
-0.6 -0.5 -0.1
-0.3 -0.4 0.3
-0.3 -0.1 0.6
0.2 -0.4 0.1
-0.4 -0.3 0.4
0.2 0.0 -0.5
0.4 0.1 -0.5
-0.4 0.2 0.2
0.3 0.1 1.0
0.0 -0.3 -0.5
-0.1 0.3 1.1
0.1 0.2 -2.3
-1.1 -1.4 0.9
-0.3 1.3 1.0
0.1 -0.8 -1.2
1.5 -0.4 -0.6
-0.5 0.6 1.8
-0.5 1.0 -0.4
0.1 -0.2 0.0
0.2 -0.2 0.2
-0.2 0.1 0.1
0.2 -0.7 0.1
0.0 0.4 0.3
0.9 0.2 -0.3
0.1 0.3 0.0
-0.5 0.0 0.0
0.1 -0.1 0.1
-0.3 0.1 0.0
0.4 0.3 -0.1
-0.6 -0.1 0.0
-0.4 0.4 0.0
0.7 -0.3 -0.1
0.3 -0.8 0.0
-0.1 -0.1 -0.1
-0.2 0.5 0.1
0.2 -2.1 0.4
0.4 1.3 1.0
0.2 -0.5 0.3
0.9 1.8 0.4
0.9 -1.5 -1.1
-1.2 -0.9 0.1
0.3 1.8 -0.6
0.0 0.2 -0.7
0.0 0.6 -0.1
0.5 0.1 -0.2
-0.1 0.2 -0.4
0.2 0.0 0.2
-0.6 -0.1 0.1
-0.8 -0.6 -0.3
0.0 0.2 -0.3
0.0 -0.4 0.0
-0.2 -0.1 -0.1
-0.2 -0.3 0.7
-0.1 0.3 0.0
1.0 -0.5 0.8
-0.1 0.0 -0.2
-0.8 0.0 0.3
-0.2 0.4 -0.3
-0.3 0.7 1.4
0.5 -0.3 -0.6
-0.4 0.1 -1.2
0.1 0.5 0.3
-1.3 -1.3 1.3
0.8 0.2 -0.4
-0.3 1.8 -1.0
0.8 -0.6 -0.5
0.3 -0.9 0.1
-0.4 -0.3 -0.4
0.6 0.4 0.0
0.1 -0.4 -0.3
-0.1 -0.1 0.0
-0.2 0.8 0.4
-0.4 -0.6 0.5
-0.2 0.1 -0.5
0.0 0.3 0.1
0.5 0.2 0.4
0.2 -0.3 0.3
0.4 -0.6 -0.1
-0.3 -0.1 0.4
0.2 -0.1 0.0
-0.4 0.0 0.3
1.2 -0.4 0.1
-0.3 0.9 0.0
-0.2 -0.3 0.0
0.3 -0.6 0.7
-0.3 1.7 -0.7
1.4 -0.3 -1.2
-0.1 -0.9 0.2
-0.5 -1.0 -1.0
0.7 0.7 -0.3
0.0 -0.4 -0.2
-0.5 0.3 0.1
-0.3 0.2 0.3
-0.4 -0.4 0.1
-0.2 0.1 -0.1
0.4 -0.8 0.0
0.0 -0.3 -0.3
-0.1 0.8 0.4
0.1 -0.8 0.3
-0.2 0.3 0.9
-0.6 0.4 0.4
0.3 0.1 -0.1
-0.3 -0.1 -0.2
-0.4 0.1 0.4
0.0 0.7 0.2